No. 1
10
Properties=species:S:1:pos:R:3:forces:R:3 method="wB97M-V/def2-TZVPD" e_above_lowest_kj_mol=93.9 smiles=Nc1nocc1[S-] lumo_energy_ev=4.09 max_force_ha_per_bohr=0.0801 total_charge=-1 homo_lumo_gap_ev=6.50 energy_ha=-699.0440
S -0.24925 -2.47891 0.68683 -0.7 -0.2 0.3
O 1.77052 0.68517 -0.33108 2.1 0.8 -0.5
N -1.72402 0.75200 -0.16817 -0.3 1.1 -0.6
N 0.60322 1.34778 -0.38337 -3.9 -1.3 -0.1
C 0.31742 -0.90926 0.25788 -1.9 1.9 -1.6
C -0.38474 0.40905 -0.16594 3.3 -0.5 1.8
C 1.59199 -0.58039 -0.00213 -0.5 -1.2 0.9
H 2.39859 -1.28002 0.13777 0.5 0.5 -0.2
H -2.45189 0.31417 0.41200 1.2 0.2 -0.5
H -1.87185 1.74039 -0.44381 0.0 -1.2 0.5



No. 2
73
Properties=species:S:1:pos:R:3:forces:R:3 method="wB97M-V/def2-TZVPD" e_above_lowest_kj_mol=0.4 lumo_energy_ev=2.81 max_force_ha_per_bohr=0.0045 total_charge=-1 homo_lumo_gap_ev=7.00 energy_ha=-2065.8043
Ag 0.94662 0.90302 -0.46782 0.1 0.0 0.0
S 3.32404 1.09803 -0.48733 0.0 -0.1 0.0
P -2.08681 -0.05809 -1.33729 0.0 0.0 0.0
O 1.68239 -1.10834 1.50046 -0.1 -0.1 -0.1
N 5.26264 0.93558 1.32868 0.0 -0.1 0.0
N -1.09597 0.75061 -0.49586 0.0 0.0 0.0
N 3.21735 0.45794 2.17493 0.1 0.0 0.0
C 5.94112 -0.97398 2.78455 0.0 0.0 0.0
C 1.44519 1.02930 4.34891 0.0 0.0 0.0
C -4.10409 1.88729 -1.40381 0.0 0.0 0.0
C -3.85061 0.47918 -0.84553 0.0 0.0 0.0
C -3.85891 0.64764 0.68305 0.0 0.0 0.0
C 5.82582 0.53648 2.61002 0.0 0.0 0.0
C -1.98992 -1.94793 -1.06467 0.0 0.0 0.0
C -3.10077 -0.13938 -4.11680 0.0 0.0 0.0
C -1.57649 1.71701 -3.42885 0.0 0.0 0.0
C -5.01657 -0.42101 -1.26296 0.0 0.0 0.0
C -0.50559 -2.34681 -1.02361 0.0 0.0 0.0
C -1.91053 0.23040 -3.22661 0.0 0.0 0.0
C 6.16465 1.45942 0.31988 0.0 0.0 0.0
C 0.51620 1.53210 5.24851 0.0 0.0 0.0
C -2.72519 -2.83967 -2.07056 0.0 0.0 0.0
C -0.83959 1.47109 4.95293 0.0 0.0 0.0
C 3.91993 0.76039 1.11840 -0.1 0.2 0.0
C -0.33607 0.37687 2.86898 0.0 0.0 0.0
C 1.99906 -0.13354 2.16945 0.0 0.0 0.1
C -1.26165 0.90473 3.75720 0.0 0.0 0.0
C -0.67600 -0.52731 -3.73734 0.0 0.0 0.0
C 6.83764 0.37700 -0.51614 0.0 0.0 0.0
C 1.02213 0.43410 3.16515 0.0 0.0 0.0
C -2.52187 -2.27516 0.33835 0.0 0.0 0.0
H 0.19908 -0.31412 -3.12086 0.0 0.0 0.0
H -1.56493 1.87689 5.64840 0.0 0.0 0.0
H 6.34250 -1.21204 3.77258 0.0 0.0 0.0
H 0.00851 -2.20930 -1.97098 0.0 0.0 0.0
H -3.97479 0.47964 -3.91781 0.0 0.0 0.0
H 6.92060 2.06030 0.83475 0.0 0.0 0.0
H -2.06866 -1.62822 1.08935 0.0 0.0 0.0
H 0.84982 1.98152 6.17642 0.0 0.0 0.0
H -2.24685 -3.30702 0.57943 0.0 0.0 0.0
H -2.97985 1.21567 0.99012 0.0 0.0 0.0
H -2.31551 0.88396 3.50617 0.0 0.0 0.0
H 6.07837 -0.22365 -1.01675 0.0 0.0 0.0
H -3.86169 -0.30027 1.21610 0.0 0.0 0.0
H -5.06374 -0.57790 -2.34046 0.0 0.0 0.0
H -0.82170 -1.60506 -3.77784 0.0 0.0 0.0
H -0.64917 -0.02572 1.91298 0.0 0.0 0.0
H -3.26720 2.54662 -1.17157 0.0 0.0 0.0
H -2.28850 -2.79286 -3.06705 0.0 0.0 0.0
H -5.95572 0.05651 -0.96001 0.0 0.0 0.0
H 5.20174 0.94534 3.40654 0.0 0.0 0.0
H -5.00490 2.29267 -0.93095 0.0 0.0 0.0
H 5.60072 2.12617 -0.32877 0.0 0.0 0.0
H 6.81264 0.99904 2.68381 0.0 0.0 0.0
H -3.39529 -1.18387 -4.01822 0.0 0.0 0.0
H 6.60049 -1.40911 2.03206 0.0 0.0 0.0
H -0.44338 -3.40978 -0.76465 0.0 0.0 0.0
H -4.27453 1.89194 -2.47918 0.0 0.0 0.0
H -3.60595 -2.20163 0.41346 0.0 0.0 0.0
H -1.23477 1.86221 -4.45951 0.0 0.0 0.0
H 4.95854 -1.43403 2.69074 0.0 0.0 0.0
H -2.65049 -3.88097 -1.73648 0.0 0.0 0.0
H -0.45883 -0.18888 -4.75604 0.0 0.0 0.0
H 7.48201 0.82649 -1.27538 0.0 0.0 0.0
H 7.45132 -0.27972 0.10372 0.0 0.0 0.0
H -3.78537 -2.59930 -2.15373 0.0 0.0 0.0
H -4.98339 -1.39664 -0.78021 0.0 0.0 0.0
H 2.50621 1.09141 4.55198 0.0 0.0 0.0
H -2.82265 0.02523 -5.16449 0.0 0.0 0.0
H -4.76441 1.19290 0.97212 0.0 0.0 0.0
H -0.78304 2.01993 -2.74494 0.0 0.0 0.0
H 0.03258 -1.78428 -0.26048 0.0 0.0 0.0
H -2.42796 2.37298 -3.26861 0.0 0.0 0.0